1.
34
Properties=species:S:1:pos:R:3 method="wB97M-V/def2-TZVPD" charge=0 total_energy_ha=-4842.53400 gap_ev="4.803 / 5.348" spin_multiplicity=5
Ru -0.087 -0.260 1.429
Cl 1.251 -6.854 -0.767
C 0.727 -5.223 -0.619
C 1.060 -4.479 0.503
Cl 1.987 -5.173 1.774
C 0.635 -3.162 0.603
Cl 1.090 -2.189 1.969
C -0.154 -2.539 -0.379
O -0.602 -1.317 -0.270
C -0.474 -3.319 -1.511
Cl -1.417 -2.571 -2.737
C -0.035 -4.627 -1.632
Cl -0.435 -5.531 -3.036
I 4.340 1.251 -0.897
C 2.446 2.118 -0.920
C 2.197 3.266 -1.616
C 0.917 3.836 -1.617
I 0.640 5.612 -2.684
C -0.162 3.243 -0.893
C -1.471 3.755 -0.812
C -2.442 3.078 -0.050
C -2.106 1.932 0.614
N -0.847 1.412 0.569
C 0.110 2.054 -0.174
C 1.411 1.462 -0.168
O 1.629 0.392 0.524
H 3.007 3.738 -2.153
H -1.713 4.667 -1.337
H -3.452 3.451 0.027
H -2.840 1.411 1.212
Te 0.840 1.248 3.308
Te -0.875 0.746 5.245
Te -2.943 0.026 4.283
Te -2.230 -1.451 2.212


2.
17
Properties=species:S:1:pos:R:3 method="wB97M-V/def2-TZVPD" charge=0 total_energy_ha=-1043.19800 gap_ev="6.097 / 8.550" spin_multiplicity=1
C -1.348 -0.255 -0.409
C 0.277 -1.335 1.183
C 0.910 0.621 -0.524
C -0.107 -0.067 0.346
Si 1.397 4.209 0.358
I 2.188 3.505 2.650
I -1.104 4.621 0.470
H -1.787 0.689 -0.768
H -2.159 -0.684 0.199
H -1.124 -0.887 -1.308
H -0.541 -1.649 1.827
H 1.137 -0.931 1.830
H 0.433 -2.134 0.449
H 1.921 0.619 -0.159
H 0.648 0.593 -1.504
H -0.441 0.764 0.957
H 1.925 5.480 0.286